ORCA calculation (ωB97M-V/def2-TZVPD) on the molecule C2H7N2OP in a non-equilibrium geometry.

```
13
Properties=species:S:1:pos:R:3:lowdin_charge:R:1
C -0.6076 1.9725 -0.3076 -0.17
N 0.2452 1.1083 -0.6326 -0.12
P 0.5948 -0.2607 0.4882 0.44
H -1.1790 2.2665 0.6069 0.08
H -1.1670 -1.4167 -0.5508 0.01
H -1.8100 -0.2679 0.5531 0.07
H 2.5121 -0.9371 -0.1813 0.04
H 1.5874 -0.9818 -1.4115 0.01
O 1.1605 0.0575 1.7943 -0.32
H -0.9487 2.6026 -1.2883 0.10
N 1.5919 -1.0980 -0.4748 -0.04
C -1.0273 -1.0702 0.4137 -0.16
H -0.9523 -1.9751 0.9907 0.05
```

Output
- E_tot: -16504.278 eV
- Energy relative to the best compared isomer or geometry (same formula, charge and spin): 86.7 kJ/mol
- SMILES string: C=N[P@@](C)(N)=O
- Charge: 0
- Orbital gap: 10.20 eV

***

ORCA calculation (ωB97M-V/def2-TZVPD) on a structure of composition C2H7N2OP in a non-equilibrium geometry.

```
13
Properties=species:S:1:pos:R:3:lowdin_charge:R:1
H -0.2114 1.4985 1.8251 0.04
H -1.9145 -1.2116 0.4201 0.04
H -2.4300 -0.2937 -0.9805 0.15
H 0.6583 -0.6923 -1.9687 0.02
H 1.4890 0.7461 -1.4622 0.02
C 0.5797 0.2932 -1.6279 -0.15
P -0.4129 0.3384 -0.0998 0.60
N 0.3960 -0.2388 1.3073 -0.12
H -0.0508 0.7895 -2.3699 0.06
O -0.9568 1.8996 0.2608 -0.49
C 0.3700 0.6217 2.1970 -0.11
N -1.5591 -0.7780 -0.4208 -0.13
H 0.8490 0.6247 3.1223 0.06
```

Output
- E_tot: -16503.490 eV
- Energy relative to the best compared isomer or geometry (same formula, charge and spin): 162.6 kJ/mol
- Charge: 0
- Orbital gap: 10.39 eV

***

ORCA calculation (ωB97M-V/def2-TZVPD) on the ion C2H7N2P2 with charge +1 in a non-equilibrium geometry.

```
13
Properties=species:S:1:pos:R:3:lowdin_charge:R:1
C 0.8483 -0.6390 1.2588 -0.47
P -1.2445 1.2317 0.2735 1.02
H 0.1240 1.2801 2.2506 0.11
H -2.1056 0.4956 -1.9106 0.06
H -0.6769 -0.2930 -1.4237 -0.01
N 1.3382 0.2196 -0.9960 -0.35
C -0.0805 0.6005 1.2951 -0.54
P 2.3292 -0.1474 0.2042 0.96
N -1.6321 -0.0910 -1.2899 0.01
H 1.1757 -0.8258 2.2262 0.02
H 0.2514 -1.4995 0.9617 0.07
H -2.0075 -1.0080 -1.0261 0.12
H 1.6801 0.6761 -1.8237 -0.01
```

Output
- E_tot: -23736.189 eV
- Energy relative to the best compared isomer or geometry (same formula, charge and spin): 155.9 kJ/mol
- SMILES string: [H]/N=P/C/C=P\[NH3+]
- Charge: +1
- Orbital gap: 8.79 eV

***

ORCA calculation (ωB97M-V/def2-TZVPD) on a cluster of 2 separate species, C2H7N2S in total in a non-equilibrium geometry.

```
12
Properties=species:S:1:pos:R:3:lowdin_charge:R:1
H 0.1222 -1.6457 1.3158 0.04
H -0.5010 1.5948 0.2952 0.09
S -1.6649 -1.0108 -0.1906 0.67
N 1.2458 2.5794 -0.0732 0.04
C 0.4746 1.5650 -0.2039 -0.43
H -0.0679 -0.0903 -1.3369 -0.05
N 0.6065 0.6481 -1.1923 0.04
H 1.2681 0.8367 -1.9181 0.09
H -1.2739 -2.6224 1.6119 0.02
H 0.8406 3.2003 0.6188 0.02
H -0.3151 -2.9472 0.2558 0.03
C -0.7349 -2.1079 0.8178 -0.56
```

Output
- E_tot: -16001.105 eV
- Energy relative to the best compared isomer or geometry (same formula, charge and spin): 22.1 kJ/mol
- Charge: 0
- Orbital gap (alpha / beta): 9.85 / 6.63 eV
- Multiplicity: 2

***

ORCA calculation (ωB97M-V/def2-TZVPD) on a cluster of 3 separate species, C2H7N2S3 in total in a non-equilibrium geometry.

```
14
Properties=species:S:1:pos:R:3:lowdin_charge:R:1
H -5.2955 2.4523 1.0165 0.02
N 5.0877 -0.8926 -0.0408 -0.52
H 6.4018 -1.8670 -1.3519 -0.08
S 6.5856 -1.5645 0.0114 0.62
H 4.7927 -0.5139 0.8615 -0.04
H -6.1180 -0.7087 -1.0806 0.12
H -5.7454 -2.0454 0.0657 0.21
S -5.4912 1.4038 -0.0077 0.92
H -5.4513 -0.2040 1.8360 0.12
H 4.5999 1.6781 -0.9981 -0.04
C 5.4343 1.3734 -0.4294 -0.61
N -5.9495 -0.9858 -0.1182 0.06
C -5.7219 -0.0752 0.7956 -0.45
S 6.8709 1.9495 -0.5600 0.67
```

Output
- E_tot: -37660.912 eV
- Energy relative to the best compared isomer or geometry (same formula, charge and spin): 456.9 kJ/mol
- Charge: +1
- Orbital gap (alpha / beta): 3.39 / 3.74 eV

***

ORCA calculation (ωB97M-V/def2-TZVPD) on the ion C2H7N3 with charge -1 in a non-equilibrium geometry.

```
12
Properties=species:S:1:pos:R:3:lowdin_charge:R:1
N 1.0672 -0.6183 1.5369 -0.05
H -0.8440 2.0164 0.4734 0.02
H 1.6568 -1.9762 -0.3679 0.04
C 0.3640 -0.6549 0.4669 -0.77
H 1.0637 0.3332 2.0286 -0.03
N -0.9598 -0.1458 0.1396 -0.13
H -1.5777 -0.8940 -0.2469 0.03
C -0.8937 1.2810 -0.3287 -0.21
N 0.7222 -1.5115 -0.5858 -0.04
H 0.1918 1.4902 -0.7659 0.09
H -1.7846 1.6308 -0.8513 0.02
H 0.9942 -0.9509 -1.4990 0.02
```

Output
- E_tot: -6654.404 eV
- Energy relative to the best compared isomer or geometry (same formula, charge and spin): 177.0 kJ/mol
- Charge: -1
- Orbital gap (alpha / beta): 3.07 / 7.33 eV
- Multiplicity: 2

***

ORCA calculation (ωB97M-V/def2-TZVPD) on the molecule C2H7N3 in a non-equilibrium geometry.

```
12
Properties=species:S:1:pos:R:3:lowdin_charge:R:1
H -2.2092 -0.3793 0.9575 0.09
H 0.5778 1.9489 -0.0163 0.03
H 2.2245 0.4402 -0.8370 0.09
N 0.7578 -0.5527 -0.0591 -0.10
C -0.3529 0.2756 -0.0167 -0.52
C -1.6716 -0.4550 -0.0175 -0.05
H -2.3414 -0.0320 -0.8005 0.09
H -1.5143 -1.5563 -0.1690 0.07
H 0.6256 -1.5471 0.1275 0.13
H 2.2124 0.4198 0.8307 0.07
N 2.0694 -0.1210 -0.0010 0.01
N -0.3781 1.5591 0.0015 0.10
```

Output
- E_tot: -6656.904 eV
- Energy relative to the best compared isomer or geometry (same formula, charge and spin): 101.5 kJ/mol
- SMILES string: [H]/N=C(/C)NN
- Charge: 0
- Orbital gap: 10.19 eV

***

ORCA calculation (ωB97M-V/def2-TZVPD) on the molecule C2H7N3 in a non-equilibrium geometry.

```
12
Properties=species:S:1:pos:R:3:lowdin_charge:R:1
N -0.3367 -0.5670 0.2279 -0.04
C -0.2545 -1.6768 -0.7285 -0.07
H 0.6953 -2.1387 -0.4596 0.08
N 0.7304 1.1526 -1.0185 0.09
H -0.6207 -0.7553 1.1699 0.12
H -0.2507 -1.3852 -1.7706 0.07
H -1.0908 -2.3484 -0.6514 0.07
H 0.7899 2.1051 1.0415 0.07
H -0.8689 1.4113 1.6464 0.08
N 0.0734 1.4247 1.2944 0.07
H 0.8496 2.1445 -0.8277 0.02
C 0.2837 0.6332 0.0761 -0.56
```

Output
- E_tot: -6656.937 eV
- Energy relative to the best compared isomer or geometry (same formula, charge and spin): 98.3 kJ/mol
- SMILES string: [H]/N=C(\N)NC
- Charge: 0
- Orbital gap: 9.80 eV

***

ORCA calculation (ωB97M-V/def2-TZVPD) on the molecule C2H7N3 in a non-equilibrium geometry.

```
12
Properties=species:S:1:pos:R:3:lowdin_charge:R:1
H 1.5291 0.6540 0.4980 0.05
N -0.7176 0.4876 -0.7849 -0.13
H -0.8357 -1.3893 -1.4965 0.10
H 0.5782 0.1124 1.8463 0.08
C 1.2302 -0.2531 0.9973 -0.14
N -0.7755 1.4100 0.2405 -0.06
H 0.1580 1.5394 0.7985 0.08
H -1.6108 1.0776 0.8977 0.13
N 0.6415 -1.2559 -0.0274 0.00
H -1.3536 0.7188 -1.4916 0.09
C -0.3287 -0.8423 -0.7526 -0.25
H 2.0868 -0.6322 1.4819 0.04
```

Output
- E_tot: -6655.120 eV
- Energy relative to the best compared isomer or geometry (same formula, charge and spin): 273.6 kJ/mol
- SMILES string: C/N=C\NN
- Charge: 0
- Orbital gap: 9.66 eV

***

ORCA calculation (ωB97M-V/def2-TZVPD) on the molecule C2H7N3 in a non-equilibrium geometry.

```
12
Properties=species:S:1:pos:R:3:lowdin_charge:R:1
H 0.9261 -1.6626 0.8429 0.08
H 0.7374 -0.1335 2.7103 0.10
H -0.4401 0.3976 -2.8379 0.10
N 0.5170 0.1501 -1.0334 -0.06
H -0.2566 -1.3784 2.9139 0.09
H 0.8426 1.6432 -2.4637 0.07
C -0.2072 -0.1849 0.0188 -0.25
N 0.1363 -1.1380 0.9921 -0.13
H -0.8000 1.6781 -1.5446 0.07
H -1.3454 0.1120 0.1710 0.15
C 0.0055 1.0836 -2.0162 -0.18
N -0.1157 -0.5672 2.2468 -0.04
```

Output
- E_tot: -6655.632 eV
- Energy relative to the best compared isomer or geometry (same formula, charge and spin): 224.2 kJ/mol
- SMILES string: C/N=C/NN
- Charge: 0
- Orbital gap: 10.04 eV

***

ORCA calculation (ωB97M-V/def2-TZVPD) on the molecule C2H7N3 in a non-equilibrium geometry.

```
12
Properties=species:S:1:pos:R:3:lowdin_charge:R:1
N 0.9813 -0.7776 -0.1947 -0.09
N -2.7342 -0.1259 0.2097 0.04
N -0.4941 -0.6225 0.0575 -0.08
H 2.1564 0.0111 1.2101 0.05
H -1.1815 0.9583 -0.8202 0.09
H -3.5332 0.4525 0.0147 0.01
H 0.8352 -0.8690 -1.1761 0.07
H 2.9086 0.2371 -0.4534 0.12
C -1.5447 0.1374 -0.2818 -0.37
H -0.8494 -1.1259 1.0556 0.20
C 1.8931 0.3223 0.2044 -0.14
H 1.5627 1.4023 0.1742 0.08
```

Output
- E_tot: -6654.551 eV
- Energy relative to the best compared isomer or geometry (same formula, charge and spin): 328.6 kJ/mol
- SMILES string: [H]/N=C/NNC
- Charge: 0
- Orbital gap: 9.67 eV

***

ORCA calculation (ωB97M-V/def2-TZVPD) on the molecule C2H7N3 in a non-equilibrium geometry.

```
12
Properties=species:S:1:pos:R:3:lowdin_charge:R:1
H 2.1887 -0.0686 -1.0529 0.09
H -2.6056 -1.0644 -0.3639 0.11
C 1.5794 -0.4792 -0.1349 -0.15
N 0.7310 0.4194 0.5121 -0.20
H 2.5337 -0.8548 0.5074 0.13
H 0.9899 -1.2537 -0.6318 0.06
H -2.3392 0.9775 -0.5379 0.14
H 0.5711 -0.0014 1.4427 0.14
N -0.3230 0.9281 0.1169 -0.15
N -1.6182 -0.9366 0.3537 0.01
C -1.4553 0.3225 -0.0813 -0.38
H -0.2525 2.0112 -0.1301 0.20
```

Output
- E_tot: -6653.727 eV
- Energy relative to the best compared isomer or geometry (same formula, charge and spin): 408.0 kJ/mol
- SMILES string: [H]/N=C/NNC
- Charge: 0
- Orbital gap: 9.37 eV